# C36H57CsF6N4OSi

A molecular structure, C36H57CsF6N4OSi at a distorted geometry (ωB97M-V/def2-TZVPD, the OMol25 dataset).

The geometry in ORCA input format:
```
! RIJCOSX wB97M-V def2-TZVPD def2/J DEFGRID3
* xyz -2 1
Cs 0.3882 1.2012 -0.6812
C 1.3999 -3.2838 -0.5543
C 1.2643 -3.3630 0.8689
C -0.1271 -3.2574 1.1629
C -0.7696 -3.1164 -0.0788
C 0.1310 -3.2392 -1.1412
C -0.1952 -3.4285 -2.6193
C -0.6935 -2.0737 -3.1461
C 1.0827 -3.9318 -3.3670
C -1.3251 -4.4296 -2.6972
C -0.9931 -3.2951 2.4265
C -0.5678 -2.2468 3.5081
C -2.4592 -2.9999 2.0355
C -0.9351 -4.7721 3.0045
C 2.4982 -3.4525 1.7336
C 2.3854 -4.7231 2.6771
C 3.7413 -3.6085 0.8145
C 2.6469 -2.1636 2.5395
H 2.3704 -3.1383 -1.0534
H -1.8652 -3.0296 -0.2827
H 0.0744 -1.2588 -3.0896
H -1.5395 -1.7222 -2.5128
H -1.1513 -2.0646 -4.1840
H 1.9690 -3.3850 -3.0372
H 1.0027 -3.7548 -4.4841
H 1.2671 -5.0063 -3.2277
H -2.2427 -4.0424 -2.2599
H -1.0978 -5.4017 -2.2422
H -1.6422 -4.6351 -3.7303
H 0.0637 -1.4024 3.1491
H -0.0571 -2.7052 4.3848
H -1.5454 -1.7809 3.9635
H -2.4994 -2.0838 1.4221
H -3.0491 -2.9249 2.9516
H -2.8353 -3.7915 1.3618
H 0.0728 -5.0505 3.4076
H -1.2832 -5.5950 2.3101
H -1.6027 -4.7915 3.9005
H 1.6734 -5.4519 2.2567
H 2.0609 -4.4637 3.6947
H 3.3080 -5.2011 2.7433
H 3.6240 -4.3993 0.0404
H 4.5773 -3.8544 1.4571
H 4.0651 -2.6117 0.3808
H 1.9821 -2.1852 3.3812
H 2.5038 -1.2734 1.9230
H 3.6231 -2.1060 2.9633
C 4.7630 0.6001 1.0158
C 4.0012 1.7091 1.6947
C 4.6276 2.3957 2.7210
C 3.8996 3.3298 3.4474
C 2.6395 3.7020 2.9436
C 2.1112 3.0850 1.7241
N 2.8267 2.0151 1.1780
N 1.0385 3.5027 1.1147
Si 0.4116 5.0930 0.8225
C -0.7115 5.8319 2.1832
C 1.9949 6.0831 0.5964
C -0.6326 5.0348 -0.8403
H 5.6278 1.1012 0.5901
H 4.2017 0.1951 0.1722
H 5.0169 -0.1445 1.7865
H 5.6672 2.0566 2.9878
H 4.3334 3.8870 4.2847
H 2.0493 4.4451 3.4754
H -0.6009 6.8886 2.2469
H -0.4379 5.4248 3.1575
H -1.7376 5.5482 1.9934
H 2.5072 6.2551 1.5517
H 1.8258 7.0171 0.0308
H 2.7089 5.5327 -0.0055
H -1.3811 4.1650 -0.7335
H -0.0694 4.7164 -1.7731
H -1.2153 5.9734 -1.0396
N -2.7055 0.4060 0.2716
C -3.7839 0.8448 0.0504
N -5.0264 1.3372 -0.0571
C -6.1729 0.5590 -0.5239
C -7.4871 1.1091 0.1091
C -7.7086 2.6074 -0.0720
C -6.4879 3.4347 -0.3555
C -5.1626 2.8151 0.1972
H -6.0109 -0.4704 -0.2906
H -6.2445 0.6919 -1.6302
H -7.4168 0.8654 1.1959
H -8.3298 0.4563 -0.2150
H -8.3615 2.9962 0.7502
H -8.4104 2.6474 -0.8900
H -6.5096 4.4798 0.0328
H -6.2988 3.5578 -1.4369
H -5.0837 2.8649 1.3673
H -4.2987 3.3332 -0.2554
C 2.0444 2.2272 -5.0074
C 2.2637 1.1121 -3.9582
O 1.2154 0.8675 -3.1616
C 3.3937 1.4547 -2.9179
F 3.0518 2.5514 -2.2064
F 3.5502 0.4667 -1.9901
F 4.6322 1.6847 -3.3797
C 2.6107 -0.2598 -4.6149
F 2.8783 -1.2138 -3.6815
F 1.5715 -0.7511 -5.4047
F 3.6179 -0.2683 -5.5503
H 1.8384 3.1582 -4.4311
H 1.1551 1.9549 -5.6146
H 2.9118 2.3311 -5.7296
*
```

Relative energy (zero: lowest compared OMol25 entry of this formula, charge and spin) in kJ/mol: 217.7
Kohn-Sham gap in hartree: 0.1352
Maximum force in eV/A: 3.2
E_HOMO in eV: -0.4

# C29H40AsAuBrN5OSSi

A molecular structure, C29H40AsAuBrN5OSSi (ωB97M-V/def2-TZVPD, the OMol25 dataset).

The geometry in ORCA input format:
```
! RIJCOSX wB97M-V def2-TZVPD def2/J DEFGRID3
* xyz 2 1
Au 0.2551 0.1677 0.2788
S 5.4986 0.2152 5.8441
N 3.8991 0.1070 5.9687
C 3.4195 0.1572 4.7359
C 2.0227 0.1018 4.3632
C 0.9823 0.0261 5.2920
C -0.3190 0.0135 4.8424
C -0.5491 0.0486 3.4693
N 0.4332 0.0914 2.5843
C 1.7047 0.1430 3.0025
C 2.7408 0.2887 1.9720
N 2.3679 0.3760 0.6660
C 3.3126 0.5622 -0.2508
C 4.6655 0.6542 0.0489
C 5.0622 0.5519 1.3587
C 4.0867 0.3725 2.3405
C 4.4201 0.2863 3.7491
N 5.6460 0.3320 4.2473
H 1.2195 -0.0019 6.3477
H -1.1514 -0.0171 5.5313
H -1.5541 0.0521 3.0646
H 2.9804 0.6409 -1.2680
H 5.3764 0.8040 -0.7510
H 6.1023 0.6154 1.6512
C 1.3522 1.6824 -2.6241
Si 0.1226 0.3264 -2.2159
C -1.5822 0.9338 -2.8313
C -1.7830 2.4401 -2.6095
C -2.8242 0.2062 -2.3152
C -1.5016 0.7204 -4.3635
C 0.7137 -1.3927 -2.8067
C 1.3051 -1.2270 -4.2219
C 1.8204 -1.9846 -1.9225
C -0.4341 -2.4053 -2.8587
H 0.9511 2.2270 -3.4820
H 2.3341 1.3246 -2.9287
H 1.4712 2.4107 -1.8192
H -1.9528 2.6909 -1.5656
H -2.6728 2.7497 -3.1650
H -0.9529 3.0423 -2.9792
H -2.9928 0.3968 -1.2594
H -2.7650 -0.8723 -2.4595
H -3.6951 0.5669 -2.8712
H -0.6432 1.2173 -4.8215
H -2.3978 1.1625 -4.8065
H -1.4869 -0.3302 -4.6484
H 2.1994 -0.6022 -4.2224
H 0.5990 -0.8098 -4.9382
H 1.5998 -2.2126 -4.5931
H 2.7240 -1.3755 -1.9200
H 2.1058 -2.9615 -2.3237
H 1.5026 -2.1267 -0.8871
H -1.2062 -2.1375 -3.5788
H -0.9068 -2.5091 -1.8819
H -0.0399 -3.3826 -3.1524
C -2.8667 -2.4579 2.4613
As -2.0582 -2.4983 0.7264
C -0.5726 -3.7013 0.8027
C -3.3901 -3.1436 -0.4837
O -1.5942 -0.9395 0.2829
H -3.3626 -3.4098 2.6490
H -3.6022 -1.6552 2.4906
H -2.1018 -2.2958 3.2174
H -0.9009 -4.6583 1.2073
H 0.1830 -3.2683 1.4579
H -0.1608 -3.8471 -0.1927
H -3.7783 -4.0885 -0.1043
H -2.9667 -3.2920 -1.4736
H -4.1929 -2.4098 -0.5323
Br -4.9247 2.7940 1.8761
C -3.1430 3.0817 1.3583
C -2.6025 4.3561 1.3062
C -1.2774 4.4907 0.9216
C -0.5522 3.3576 0.6005
N -1.0860 2.1334 0.6383
C -2.3567 1.9950 1.0163
H -3.2015 5.2196 1.5621
H -0.8124 5.4652 0.8705
H 0.4847 3.4280 0.2949
H -2.7488 0.9872 1.0306
*
```

Relative energy (zero: lowest compared OMol25 entry of this formula, charge and spin) in kJ/mol: 3.9
Kohn-Sham gap in hartree: 0.2932
Maximum force in eV/A: 0.3
E_HOMO in eV: -14.2

# C3H11N2

3 unconnected molecules or ions with the total composition C3H11N2 at a distorted geometry (ωB97M-V/def2-TZVPD, the OMol25 dataset).

The geometry in ORCA input format:
```
! RIJCOSX wB97M-V def2-TZVPD def2/J DEFGRID3
* xyz 1 1
N -1.9607 -0.0187 -1.2327
C -2.5775 0.2295 -0.0192
C -3.4176 1.4690 0.2283
C -3.7217 -1.0333 -0.0405
N -4.5689 -0.9024 0.9731
H 22.8406 0.4813 1.6166
H -1.0077 0.2511 -1.4343
H -2.5825 0.1491 -2.0137
H -2.0613 -0.0380 0.9004
H -4.2362 1.7227 -0.4416
H -3.6730 1.4604 1.2872
H -2.7577 2.3450 0.1465
H -3.2061 -2.0033 -0.1545
H -4.2488 -1.0391 -1.0188
H 21.8373 -1.2964 -0.3059
H -4.6583 -1.7767 1.5090
*
```

Relative energy (zero: lowest compared OMol25 entry of this formula, charge and spin) in kJ/mol: 1260.9
Kohn-Sham gap in hartree: 0.0671
Maximum force in eV/A: 3.7
E_HOMO in eV: -10.0

# C12H21ClF5IN2O2Sb

A molecular structure, C12H21ClF5IN2O2Sb at a distorted geometry (ωB97M-V/def2-TZVPD, the OMol25 dataset).

The geometry in ORCA input format:
```
! RIJCOSX wB97M-V def2-TZVPD def2/J DEFGRID3
* xyz -1 1
C 0.7855 -2.8012 2.4746
C -0.2213 -2.5882 1.3602
C -0.7019 -3.8745 0.7162
N -0.6958 -1.4741 1.0303
Sb 0.0746 0.2113 0.0977
I 2.7277 -1.0735 -0.0772
C -1.9086 1.1529 0.2364
O -2.9686 0.1851 0.3576
N -3.6112 0.2776 1.5590
O -4.3816 -0.6022 1.6996
C 0.9905 1.9315 -0.9417
C 2.2258 2.5892 -0.3540
C 3.5223 2.3715 -1.1289
F 2.0058 3.9990 -0.3290
C -0.3123 -0.8389 -1.7700
C -1.5457 -0.4724 -2.5711
C -1.8280 -1.4907 -3.6783
Cl -1.3827 1.1743 -3.3167
C 0.5565 1.0418 2.2171
F -0.2368 0.3593 3.1012
F 1.8610 0.7766 2.6117
C 0.3658 2.5567 2.5124
F -0.0833 3.2287 1.4174
F -0.5546 2.7692 3.4902
H 1.3567 -1.8965 2.6692
H 1.4829 -3.6065 2.2267
H 0.2379 -3.1098 3.3705
H -0.8361 -4.6772 1.4477
H 0.0518 -4.1880 -0.0127
H -1.6562 -3.7023 0.2196
H -2.1234 1.7438 -0.6544
H -1.9448 1.7927 1.1171
H 1.2148 1.5576 -1.9407
H 0.2074 2.6838 -1.0430
H 2.3830 2.3269 0.6950
H 3.3480 1.8660 -2.0784
H 3.9967 3.3388 -1.2950
H 4.2069 1.7356 -0.5696
H 0.5790 -0.7111 -2.3903
H -0.3862 -1.9005 -1.5317
H -2.4173 -0.4170 -1.9211
H -2.2253 -1.0104 -4.5718
H -0.9112 -2.0089 -3.9636
H -2.5574 -2.2231 -3.3292
H 1.3094 2.9969 2.8411
*
```

Kohn-Sham gap in hartree: 0.2693
Maximum force in eV/A: 1.1
E_HOMO in eV: -4.6

# C6H12O

C6H12O in the gas phase at a distorted geometry (ωB97M-V/def2-TZVPD, the OMol25 dataset).

The geometry in ORCA input format:
```
! RIJCOSX wB97M-V def2-TZVPD def2/J DEFGRID3
* xyz 0 1
C 1.7122 -0.8297 -0.7927
C 0.7392 -0.3427 0.2560
O 1.3802 -0.3269 1.5284
C 0.2274 1.2500 -0.0526
C -1.2701 1.2091 0.2252
C -1.6633 -0.2097 -0.1553
C -0.5543 -1.1308 0.3176
H 2.5825 -0.1693 -0.8250
H 1.2175 -0.8284 -1.7649
H 2.0433 -1.8508 -0.5717
H 1.3582 0.6233 1.4018
H 0.6913 2.1179 0.4941
H 0.4268 1.4533 -1.1085
H -1.4528 1.3632 1.2923
H -1.8509 1.9582 -0.3276
H -1.7428 -0.2904 -1.2384
H -2.6106 -0.5224 0.2713
H -0.5216 -2.0266 -0.2995
H -0.7290 -1.4427 1.3460
*
```

SMILES string: CC1(O)CCCC1
Relative energy (zero: lowest compared OMol25 entry of this formula, charge and spin) in kJ/mol: 98.7
Kohn-Sham gap in hartree: 0.4063
Maximum force in eV/A: 2.6
E_HOMO in eV: -10.0

# C9H19AlO11S

A molecular structure, C9H19AlO11S at a distorted geometry (ωB97M-V/def2-TZVPD, the OMol25 dataset).

The geometry in ORCA input format:
```
! RIJCOSX wB97M-V def2-TZVPD def2/J DEFGRID3
* xyz 0 1
Al 27.4325 -2.9129 20.6918
S 29.2985 -1.5135 18.5453
O 29.3520 -2.8884 19.1963
O 28.7037 -1.5942 17.2136
O 28.3680 -0.7724 19.4260
O 30.6140 -0.9018 18.5776
C 27.3029 -5.3260 25.3587
C 26.7080 -5.1489 23.9665
C 25.1669 -5.0872 24.0906
O 27.1312 -4.0546 23.2756
H 26.8680 -4.6217 26.0652
H 28.3919 -5.3767 25.3817
H 27.0363 -6.3218 25.7253
H 26.8027 -6.0960 23.4037
H 24.7426 -5.0580 23.0864
H 24.8379 -4.1831 24.6106
H 24.7129 -5.8962 24.6666
C 22.8278 1.3716 19.5195
O 23.7131 0.3732 19.9920
C 24.6815 -0.1823 19.2838
O 25.3887 -1.0431 19.7032
O 24.7186 0.3339 18.0682
C 25.4698 -0.3663 17.0512
H 23.3234 2.2904 19.2028
H 22.1280 1.6640 20.2956
H 22.3050 0.9612 18.6556
H 25.4003 0.1683 16.1081
H 24.8274 -1.2332 16.8679
H 26.4725 -0.6122 17.3848
C 28.1434 -4.8774 16.6557
O 26.7838 -4.6545 16.2439
C 26.0177 -3.9220 17.0485
O 26.3080 -3.6275 18.1682
O 24.8293 -3.7219 16.4989
C 24.5300 -4.2533 15.1926
H 28.5060 -5.7132 16.0617
H 28.1199 -5.2116 17.6908
H 28.7685 -4.0057 16.4857
H 23.4902 -4.0270 14.9912
H 24.7929 -5.3066 15.2445
H 25.1535 -3.7923 14.4271
*
```

Relative energy (zero: lowest compared OMol25 entry of this formula, charge and spin) in kJ/mol: 0.0
Kohn-Sham gap in hartree: 0.1347
Maximum force in eV/A: 3.3
E_HOMO in eV: -8.7

- What is the Kohn-Sham gap in the first record?
  0.1352 hartree